The following is a quantum chemistry calculation of 9 unconnected molecules or ions with the total composition C36H69N3O21, from the Open Molecules 2025 dataset.

Properties
HOMO energy: -0.3338 Eh
LUMO: 0.0174 hartree
SMILES: C[C@H]1COC(=O)O1.C[C@H]1COC(=O)O1.C[C@H]1COC(=O)O1.C[C@H]1COC(=O)O1.C[C@H]1COC(=O)O1.C[C@H]1COC(=O)O1.COC[C@H](C)N.COC[C@H](C)N.COC[C@H](C)N
Kohn-Sham gap: 9.6 eV
Energy: -3157.41111 a.u.
2S+1: 1
Charge: 0
Largest force on an atom: 4.37 eV/A

Element x y z (Å)
C -4.126 1.548 -1.975
C -2.913 1.875 -2.798
C -3.236 2.322 -4.193
O -2.384 3.444 -4.425
C -1.708 3.724 -3.258
O -0.897 4.585 -3.062
O -2.129 2.953 -2.273
H -3.947 1.042 -1.014
H -4.810 0.875 -2.532
H -4.574 2.531 -1.845
H -2.270 0.931 -2.824
H -4.254 2.661 -4.341
H -2.899 1.494 -4.938
C 0.299 -3.164 -2.896
C -0.832 -3.560 -1.977
C -0.692 -3.022 -0.548
O -2.041 -2.645 -0.218
C -2.656 -2.362 -1.396
O -3.760 -1.878 -1.470
O -2.075 -2.926 -2.423
H 0.075 -3.446 -3.871
H 1.155 -3.681 -2.600
H 0.366 -2.161 -2.798
H -0.963 -4.681 -1.912
H 0.033 -2.221 -0.472
H -0.422 -3.756 0.207
C 4.321 -0.105 5.512
C 3.191 0.920 5.210
C 3.297 2.173 5.997
O 2.729 3.187 5.145
C 2.779 2.787 3.863
O 2.366 3.323 2.888
O 3.275 1.451 3.873
H 4.222 -0.333 6.555
H 5.297 0.283 5.350
H 4.146 -1.021 4.971
H 2.264 0.396 5.365
H 4.349 2.395 6.292
H 2.729 2.167 6.925
C 2.791 5.054 -3.277
C 2.186 3.792 -2.825
C 1.894 2.825 -3.994
O 2.975 1.977 -3.964
C 3.573 2.031 -2.737
O 4.336 1.194 -2.315
O 3.056 2.973 -1.995
H 3.661 4.823 -3.934
H 3.078 5.662 -2.397
H 2.150 5.723 -3.931
H 1.315 4.040 -2.261
H 1.859 3.280 -4.973
H 1.019 2.211 -3.840
C 3.926 0.366 0.864
C 3.047 -0.461 -0.079
C 3.577 -1.394 -1.202
O 3.521 -2.681 -0.555
C 2.603 -2.678 0.381
O 2.100 -3.625 0.883
O 2.343 -1.438 0.777
H 4.257 1.292 0.371
H 4.814 -0.186 1.284
H 3.370 0.675 1.712
H 2.205 0.230 -0.408
H 4.602 -1.175 -1.437
H 2.972 -1.519 -2.077
C -0.727 1.881 2.215
C -1.115 1.994 0.743
C -0.306 3.075 0.106
O 0.327 2.545 -1.000
C 0.035 1.279 -1.093
O 0.345 0.572 -1.998
O -0.672 0.914 -0.095
H -1.142 1.026 2.785
H -1.020 2.806 2.733
H 0.349 1.765 2.443
H -2.216 2.042 0.704
H 0.448 3.424 0.875
H -0.910 3.932 -0.202
C 1.120 0.537 -7.859
O 0.446 -0.399 -7.082
C -0.839 -0.062 -6.630
C -1.426 -1.291 -5.965
C -2.150 -2.113 -7.002
N -2.227 -0.828 -4.863
H 0.753 0.492 -8.920
H 2.197 0.324 -7.782
H 1.012 1.572 -7.537
H -0.836 0.757 -5.887
H -1.461 0.339 -7.442
H -0.476 -1.841 -5.729
H -2.196 -3.211 -6.696
H -1.617 -2.059 -7.957
H -3.208 -1.810 -7.143
H -3.053 -1.338 -4.543
H -1.599 -0.746 -4.056
C -2.659 -0.336 5.234
O -2.958 -0.731 3.903
C -4.112 -0.018 3.423
C -4.500 -0.561 1.977
C -5.834 0.059 1.451
N -4.728 -1.955 2.137
H -3.591 -0.310 5.870
H -2.196 0.644 5.359
H -1.937 -1.063 5.641
H -4.994 -0.072 4.094
H -3.897 1.072 3.334
H -3.643 -0.304 1.330
H -6.014 -0.517 0.502
H -5.819 1.073 1.031
H -6.648 -0.200 2.087
H -3.990 -2.360 2.683
H -4.687 -2.421 1.223
C 0.379 -1.651 7.137
O 1.588 -1.630 6.420
C 2.021 -2.874 6.003
C 1.955 -2.986 4.435
C 0.565 -3.407 3.971
N 2.887 -4.037 3.999
H 0.137 -0.629 7.395
H 0.442 -2.163 8.140
H -0.372 -2.034 6.495
H 3.098 -3.030 6.302
H 1.570 -3.800 6.448
H 2.064 -1.898 4.085
H 0.638 -3.312 2.882
H -0.231 -2.758 4.292
H 0.356 -4.426 4.299
H 2.885 -4.139 2.959
H 3.856 -3.899 4.176

The following is a quantum chemistry calculation of 7 unconnected molecules or ions with the total composition C14H21N7, from the Open Molecules 2025 dataset.

Properties
HOMO energy: -0.4261 Eh
LUMO: 0.0123 hartree
Energy relative to the best compared isomer or geometry (same formula, charge and spin): 0.1 kcal per mole
SMILES: CC#N.CC#N.CC#N.CC#N.CC#N.CC#N.CC#N
Kohn-Sham gap: 11.9 eV
Energy: -929.29017 a.u.
2S+1: 1
Charge: 0
Largest force on an atom: 2.83 eV/A

Element x y z (Å)
C 3.221 0.140 2.387
C 4.350 -0.700 2.057
N 5.226 -1.377 1.824
H 2.469 -0.411 2.932
H 2.737 0.451 1.470
H 3.530 1.037 2.924
C 1.904 3.870 1.296
C 0.708 3.052 1.186
N -0.242 2.422 1.040
H 1.605 4.833 1.690
H 2.375 4.000 0.325
H 2.560 3.414 2.036
C -1.158 -0.773 0.899
C -0.277 -1.617 1.702
N 0.445 -2.285 2.291
H -1.329 0.231 1.279
H -2.124 -1.261 0.862
H -0.879 -0.724 -0.145
C -2.362 -2.699 -2.194
C -2.969 -1.427 -2.472
N -3.444 -0.411 -2.649
H -2.954 -3.143 -1.400
H -1.306 -2.625 -2.060
H -2.465 -3.276 -3.123
C -4.373 1.324 -0.057
C -3.958 2.384 -0.963
N -3.587 3.159 -1.691
H -5.014 0.620 -0.577
H -4.877 1.781 0.792
H -3.463 0.871 0.333
C 2.709 -3.882 0.323
C 2.119 -2.718 -0.376
N 1.645 -1.820 -0.937
H 2.653 -3.712 1.395
H 3.752 -4.016 0.057
H 2.087 -4.728 0.087
C -0.318 1.426 -2.154
C 0.975 2.126 -2.049
N 1.961 2.675 -1.923
H -0.197 0.383 -2.465
H -1.015 1.922 -2.819
H -0.721 1.485 -1.136

The following is a quantum chemistry calculation of a molecular structure, C5H13Br3GaNO2P, from the Open Molecules 2025 dataset.

Properties
HOMO energy: -0.1467 Eh
LUMO: 0.1009 hartree
Kohn-Sham gap: 6.7 eV
Energy: -10391.79494 a.u.
2S+1: 1
Charge: -1
Largest force on an atom: 2.89 eV/A

Element x y z (Å)
N 2.246 2.209 0.521
C 1.804 0.843 0.569
O 2.344 0.051 -0.110
C 0.665 0.479 1.503
C -0.361 1.618 1.657
Ga -1.621 1.674 0.013
P -3.739 0.914 0.820
O -3.797 1.691 2.313
Br -3.452 -1.291 1.351
H 2.085 2.639 1.423
H 1.626 2.684 -0.129
H 1.055 0.152 2.462
H 0.162 -0.378 1.070
H 0.086 2.592 1.807
H -0.940 1.399 2.548
H -1.056 0.690 -1.116
H -1.807 3.187 -0.482
H -3.067 2.317 2.373
Br 0.312 -2.578 -0.226
C 1.247 -3.352 -1.738
C 0.996 -2.564 -2.995
Br -0.773 -2.925 -3.729
H 0.931 -4.387 -1.819
H 2.303 -3.313 -1.475
H 1.694 -2.857 -3.777
H 1.057 -1.493 -2.833

The following is a quantum chemistry calculation of C5H9F2NO2S in the gas phase, from the Open Molecules 2025 dataset.

Properties
HOMO energy: -0.3611 Eh
LUMO: 0.0231 hartree
Energy relative to the best compared isomer or geometry (same formula, charge and spin): 40.8 kcal per mole
SMILES: C[C@@]1(N)CS(=O)(=O)CC1(F)F
Kohn-Sham gap: 10.5 eV
Energy: -999.03192 a.u.
2S+1: 1
Charge: 0
Largest force on an atom: 4.08 eV/A

Element x y z (Å)
C 0.035 -1.557 -0.931
C 0.174 0.022 -0.815
N 0.924 0.491 -1.936
C -1.162 0.667 -0.450
S -1.397 0.433 1.274
O -2.305 -0.699 1.409
O -1.889 1.632 1.979
C 0.329 0.063 1.770
C 1.132 0.281 0.490
F 1.419 1.665 0.477
F 2.293 -0.399 0.662
H 0.966 -2.095 -1.002
H -0.447 -1.700 -1.878
H -0.507 -1.915 -0.085
H 0.676 1.481 -2.289
H 1.894 0.204 -1.817
H -1.145 1.721 -0.512
H -1.959 0.036 -0.886
H 0.295 -1.023 1.944
H 0.674 0.693 2.596

The following is a quantum chemistry calculation of C2H4NPS in the gas phase, from the Open Molecules 2025 dataset.

Properties
HOMO energy: -0.3184 Eh
LUMO: 0.0017 hartree
Energy relative to the best compared isomer or geometry (same formula, charge and spin): 33.6 kcal per mole
SMILES: S=PN1CC1
Kohn-Sham gap: 8.7 eV
Energy: -872.83981 a.u.
2S+1: 1
Charge: 0
Largest force on an atom: 3.62 eV/A

Element x y z (Å)
S -4.074 0.604 -0.019
P -2.919 -0.912 0.026
N -1.366 -0.382 0.090
C -0.342 0.630 0.102
C 0.201 -0.728 0.004
H -0.458 0.984 1.238
H -0.154 1.262 -0.777
H 0.457 -1.218 -0.903
H 0.496 -1.362 0.839

The following is a quantum chemistry calculation of C19H19FO2 in the gas phase, from the Open Molecules 2025 dataset.

Properties
HOMO energy: -0.3178 Eh
LUMO: 0.0221 hartree
SMILES: CC(=O)C(C)(C(C)=O)[C@H](c1ccccc1)c1ccc(F)cc1
Kohn-Sham gap: 9.3 eV
Energy: -985.72767 a.u.
2S+1: 1
Charge: 0
Largest force on an atom: 2.09 eV/A

Element x y z (Å)
C 1.379 1.617 2.403
C 1.389 0.276 3.056
O 2.457 -0.242 3.345
C 0.012 -0.548 3.246
C 0.145 -1.633 2.189
C -1.276 0.341 2.992
C -2.429 -0.220 2.213
O -1.366 1.480 3.421
C -0.093 -1.137 4.637
C -0.511 -0.077 5.665
C -1.841 -0.122 6.094
C -2.304 0.776 7.052
C -1.399 1.671 7.642
C -0.070 1.712 7.216
C 0.359 0.885 6.168
C 1.111 -1.989 5.056
C 1.245 -3.260 4.476
C 2.443 -3.964 4.550
C 3.461 -3.414 5.325
F 4.692 -4.013 5.308
C 3.289 -2.266 6.090
C 2.064 -1.597 5.997
H 0.486 2.196 2.643
H 2.268 2.145 2.760
H 1.466 1.515 1.309
H -0.711 -2.318 2.186
H 0.202 -1.167 1.186
H 1.053 -2.226 2.350
H -2.383 -1.279 1.973
H -3.346 -0.022 2.774
H -2.484 0.337 1.271
H -0.930 -1.844 4.585
H -2.516 -0.874 5.656
H -3.363 0.748 7.331
H -1.753 2.341 8.427
H 0.649 2.379 7.696
H 1.379 0.964 5.779
H 0.397 -3.696 3.941
H 2.569 -4.906 4.025
H 4.076 -1.898 6.745
H 1.879 -0.773 6.688

The following is a quantum chemistry calculation of 2 unconnected molecules or ions with the total composition C5H12O2S, from the Open Molecules 2025 dataset.

Properties
HOMO energy: -0.3181 Eh
LUMO: 0.0245 hartree
Energy relative to the best compared isomer or geometry (same formula, charge and spin): 69.6 kcal per mole
SMILES: CSCCCC=O.O
Kohn-Sham gap: 9.3 eV
Energy: -746.27955 a.u.
2S+1: 1
Charge: 0
Largest force on an atom: 5.60 eV/A

Element x y z (Å)
C -1.800 1.952 2.233
S -1.238 1.970 0.504
C 0.447 1.091 0.419
C 0.297 -0.395 0.279
C -0.309 -0.909 -0.947
C 0.535 -0.647 -2.213
O 1.747 -0.525 -2.215
H -1.533 1.041 2.739
H -1.114 2.722 2.795
H -2.830 1.966 2.492
H 1.072 1.544 1.149
H 0.985 1.511 -0.598
H -0.502 -0.857 1.079
H 1.123 -0.923 0.566
H -0.617 -1.964 -1.079
H -1.451 -0.541 -1.084
H -0.196 -0.515 -3.019
O 1.499 -3.822 0.692
H 2.538 -3.953 0.581
H 1.347 -3.328 -0.124

The following is a quantum chemistry calculation of 2 unconnected molecules or ions with the total composition C5H11OS, from the Open Molecules 2025 dataset.

Properties
HOMO energy: -0.1070 Eh
LUMO: 0.1500 hartree
Energy relative to the best compared isomer or geometry (same formula, charge and spin): 23.1 kcal per mole
Kohn-Sham gap: 7.0 eV
Energy: -670.52765 a.u.
2S+1: 1
Charge: -1
Largest force on an atom: 2.18 eV/A

Element x y z (Å)
C 0.573 -1.690 -1.138
O 0.863 -1.583 0.244
C -0.723 -2.430 -1.387
C -1.896 -1.778 -1.529
H 1.419 -2.123 -1.679
H 0.448 -0.670 -1.566
H 0.374 -0.738 0.526
H -0.726 -3.484 -1.328
H -2.751 -2.387 -1.799
H -2.049 -0.759 -1.255
C 0.884 2.410 2.034
C 0.302 2.086 0.655
S -0.970 0.806 0.719
H 1.623 1.635 2.438
H 0.136 2.549 2.783
H 1.413 3.370 2.015
H 1.156 1.750 0.017
H -0.077 3.036 0.250

The following is a quantum chemistry calculation of C7H11N3SSi in the gas phase, from the Open Molecules 2025 dataset.

Properties
HOMO energy: -0.3173 Eh
LUMO: 0.0198 hartree
Energy relative to the best compared isomer or geometry (same formula, charge and spin): 0.0 kcal per mole
SMILES: C[Si](C)(C)c1csc2cnnn12
Kohn-Sham gap: 9.2 eV
Energy: -1125.22819 a.u.
2S+1: 1
Charge: 0
Largest force on an atom: 4.18 eV/A

Element x y z (Å)
C 1.897 -0.031 -1.624
Si 1.225 0.209 0.160
C 1.257 -1.588 1.026
C 2.071 1.671 0.954
C -0.663 0.592 0.231
C -1.371 1.472 0.930
S -3.094 1.282 0.890
C -2.870 -0.102 -0.086
C -3.556 -1.050 -0.869
N -2.597 -1.836 -1.446
N -1.388 -1.385 -1.132
N -1.561 -0.383 -0.355
H 1.987 0.872 -2.419
H 2.811 -0.655 -1.691
H 1.131 -0.584 -2.130
H 1.038 -2.209 0.188
H 2.110 -1.854 1.670
H 0.369 -1.500 1.751
H 2.746 1.291 1.651
H 2.650 2.411 0.394
H 1.242 2.142 1.642
H -0.883 2.373 1.359
H -4.550 -1.137 -1.096

The following is a quantum chemistry calculation of 2 unconnected molecules or ions with the total composition C6H16FN2O, from the Open Molecules 2025 dataset.

Properties
HOMO energy: -0.5071 Eh
LUMO: -0.1199 hartree
Kohn-Sham gap: 10.5 eV
Energy: -522.53965 a.u.
2S+1: 1
Charge: +1
Largest force on an atom: 4.24 eV/A

Element x y z (Å)
C 0.375 1.315 -1.580
C -1.728 0.567 -2.852
C 1.623 -0.363 3.479
C 0.410 -0.371 2.595
C -0.230 -1.097 -1.673
C -0.782 0.310 -1.693
N 0.004 0.585 1.851
N 2.418 -1.151 2.608
O -1.471 0.394 -0.463
F 0.179 -1.385 -0.389
H 0.035 2.278 -1.124
H 0.759 1.444 -2.624
H 1.181 0.910 -1.001
H -1.280 0.667 -3.798
H -2.472 -0.311 -2.845
H -2.461 1.486 -2.627
H 1.905 0.676 3.698
H 1.454 -0.624 4.506
H 0.002 -1.393 2.580
H 0.655 -1.154 -2.261
H 0.521 1.395 2.052
H -0.684 0.460 1.019
H -1.106 -1.703 -1.910
H 2.525 -2.199 2.789
H 3.205 -0.700 2.134
H -2.411 0.249 -0.692

The following is a quantum chemistry calculation of a molecular structure, C38H59CaCl2F12KN5O6, from the Open Molecules 2025 dataset.

Properties
HOMO energy: -0.3520 Eh
LUMO: -0.2096 hartree
Kohn-Sham gap: 3.9 eV
Energy: -5603.63950 a.u.
2S+1: 1
Charge: +1
Largest force on an atom: 7.57 eV/A

Element x y z (Å)
C 3.576 -3.881 -2.104
C 2.898 -3.079 -0.813
C 1.301 -3.574 -0.801
C 0.422 -2.915 0.412
C -1.049 -2.291 -0.086
N -1.628 -2.905 -1.327
C -2.905 -2.164 -1.618
C -3.673 -2.682 -3.011
C -2.979 -3.885 -3.943
C -2.861 -5.319 -3.146
N -1.405 -5.701 -2.989
C -5.101 -2.036 -3.482
C -5.814 -0.820 -2.581
C -7.254 -0.289 -3.143
C -8.014 -1.248 -4.223
F -8.272 -0.014 -2.062
C -5.042 -0.235 -1.211
C -5.764 0.991 -0.407
F -6.340 2.063 -1.306
F -4.912 1.755 0.534
F -6.830 0.358 0.458
C -3.597 -0.958 -0.766
N -2.955 -0.454 0.495
C -1.656 -1.102 0.838
C -0.875 -0.543 2.205
C -0.306 0.995 2.040
C 0.843 1.180 0.887
C 0.356 2.288 -0.243
F 0.558 3.657 0.362
F -1.100 2.147 -0.600
C 1.238 2.219 -1.642
F 1.785 0.877 -1.947
F 2.373 3.191 -1.591
F 0.334 2.626 -2.748
H 2.697 -4.180 -2.849
H 4.322 -3.225 -2.723
H 4.052 -4.915 -1.764
H 2.850 -1.926 -1.104
H 3.443 -3.282 0.203
H 0.907 -3.366 -1.882
H 1.360 -4.744 -0.572
H 1.078 -2.023 0.857
H 0.194 -3.624 1.314
H -1.930 -3.475 -4.333
H -3.652 -3.960 -4.925
H -3.459 -6.121 -3.765
H -3.312 -5.161 -2.075
H -0.859 -5.445 -3.844
H -1.393 -6.750 -2.957
H -5.556 -2.474 -4.474
H -7.058 0.751 -3.686
H -8.041 -2.378 -3.858
H -9.111 -0.920 -4.461
H -7.383 -1.242 -5.236
H -0.092 -1.306 2.630
H -1.736 -0.478 3.029
H -1.240 1.700 1.928
H 0.209 1.302 3.072
H 1.842 1.615 1.375
H 1.050 0.137 0.398
O 0.156 -8.486 -1.959
H 0.171 -8.338 -1.002
H -0.362 -9.299 -2.063
Ca -1.211 -1.036 -2.675
C -4.158 2.955 -4.094
Cl -3.763 1.244 -4.300
Cl -5.275 3.505 -5.349
H -4.623 3.098 -3.116
H -3.238 3.541 -4.155
F 1.237 -1.920 3.601
C 1.808 -2.560 4.630
C 2.933 -2.012 5.238
C 3.524 -2.675 6.313
C 2.991 -3.886 6.762
C 1.866 -4.431 6.142
C 1.268 -3.762 5.074
H 3.338 -1.074 4.871
H 4.399 -2.251 6.800
H 3.456 -4.405 7.597
H 1.455 -5.375 6.490
H 0.387 -4.166 4.587
F -0.911 -3.199 3.420
C 7.138 -5.635 -4.040
N 6.570 -5.606 -2.665
O 6.250 -6.689 -2.162
O 6.461 -4.497 -2.130
H 7.176 -6.670 -4.385
H 6.484 -5.039 -4.680
H 8.142 -5.208 -3.991
C 3.297 7.236 0.405
O 4.701 7.108 0.586
C 5.157 7.602 1.852
C 5.611 6.442 2.753
N 4.471 5.637 3.203
C 4.855 4.369 3.833
C 5.615 3.344 2.966
O 4.835 2.781 1.910
C 4.781 3.572 0.731
H 3.066 7.010 -0.640
H 2.757 6.523 1.033
H 2.960 8.255 0.621
H 4.404 8.229 2.351
H 6.025 8.235 1.643
H 6.131 6.849 3.627
H 6.320 5.839 2.180
H 3.877 5.427 2.405
H 3.925 3.897 4.172
H 5.444 4.585 4.732
H 5.876 2.503 3.619
H 6.567 3.731 2.587
H 5.703 4.135 0.560
H 3.921 4.243 0.770
H 4.626 2.902 -0.120
F 2.989 4.982 -2.483
K 1.489 5.608 0.175
C -7.858 4.482 0.835
C -7.333 4.852 2.207
O -7.367 3.718 3.062
H -8.884 4.106 0.904
H -7.843 5.346 0.166
H -7.255 3.682 0.393
H -7.952 5.635 2.655
H -6.303 5.217 2.148
H -6.808 3.031 2.659